Density functional theory data (the ωB97M-V functional and the def2-TZVPD basis) for C43H36LaN10OS2 as an isolated structure at a distorted geometry.

ORCA input file:
```
! RIJCOSX wB97M-V def2-TZVPD def2/J DEFGRID3
* xyz 3 1
C -0.82 -2.52 2.22
N -1.12 -1.24 1.97
C 5.18 -1.75 0.89
H 0.41 -3.48 -5.77
C -0.78 3.97 -2.64
C -0.25 -2.62 -3.88
H 4.08 -0.63 -4.77
S 6.12 1.06 -4.12
N 1.56 -0.07 -1.94
C -4.66 4.92 3.68
H 5.57 -2.68 1.30
C 5.36 2.05 -1.90
H 2.86 1.31 -1.16
H -3.53 2.64 5.92
N -1.93 -2.49 4.30
C 4.39 -1.24 3.64
H -2.52 -2.13 -0.85
C 6.64 2.60 -2.15
H -4.68 5.21 2.64
C -2.90 1.62 3.48
C -4.55 -3.74 -1.64
H -2.89 4.49 1.73
C 2.99 -0.89 1.65
C -1.83 -0.57 2.89
C -1.98 2.65 1.14
N 3.44 -0.48 2.82
N -1.52 4.79 -1.91
C 2.17 -1.18 -3.97
C -5.56 -5.32 -2.97
N 3.71 -1.73 0.88
C 0.67 -2.79 -4.98
C -2.15 0.87 2.60
C 1.83 -2.11 -5.02
H -0.96 -4.18 3.58
H -2.51 5.06 -0.14
C -3.98 3.79 4.13
C 2.70 0.59 -1.96
C -1.88 4.38 -0.71
N -1.68 1.37 1.44
O 1.85 -0.45 1.23
H -3.29 1.17 4.38
C 3.38 -0.46 -3.96
C -0.38 2.74 -2.15
C -5.68 -4.57 -1.84
N -0.76 -1.59 -1.78
N -5.47 5.37 5.90
H -1.71 -4.01 -4.61
H -4.47 -3.06 -0.79
C -2.23 -1.22 4.05
C 4.94 1.18 -2.88
H 2.01 -2.55 -0.06
H 0.23 2.07 -2.75
C -3.60 -3.87 -2.62
C -4.06 3.48 5.48
H -6.26 -6.04 -3.37
N -0.74 2.33 -0.93
C -1.22 -3.14 3.39
C -1.90 -2.28 -1.73
C 7.17 2.14 -3.32
H 5.51 -1.65 -0.14
H -0.25 -3.06 1.46
H 8.12 2.39 -3.76
H 3.36 -2.15 -1.15
H 3.39 0.95 4.33
La -0.02 0.00 -0.02
C -4.80 4.30 6.32
C -5.39 5.66 4.60
H 2.69 1.50 2.81
H -2.82 -0.72 4.81
H 4.50 -2.25 3.26
H 1.78 0.37 3.85
C 0.06 -1.74 -2.85
C 1.29 -0.98 -2.92
S -4.10 -5.02 -3.79
H 2.52 -2.24 -5.84
H 5.56 -0.90 1.45
C -3.19 2.96 3.20
C -2.33 -3.17 -2.74
H -5.94 6.54 4.27
C 3.69 0.43 -2.95
H 5.37 -0.76 3.68
C -1.46 -3.33 -3.80
C -2.70 3.46 1.99
C -1.51 3.14 -0.19
H 3.45 -3.56 -0.08
C 3.10 -2.53 -0.16
H 7.14 3.30 -1.50
H -4.87 4.07 7.37
H -0.49 4.29 -3.63
C 2.78 0.65 3.48
H 3.99 -1.30 4.65
H -6.53 -4.61 -1.18
H 4.78 2.29 -1.02
*
```

The LUMO energy comes out at -8.592 eV. The relative energy (zero: lowest compared OMol25 entry of this formula, charge and spin) is 0.00 kcal per mole. The frontier orbital gap comes out at 0.22286 Eh. Its highest occupied orbital energy is -14.7 eV.

Results of the Löwdin charge analysis, in e, for atoms 1 through 5:
1. C -0.0969
2. N -0.0319
3. C -0.0083
4. H 0.1360
5. C -0.0576